Entry from OMol25: a structure of composition C8H20BaO9 (the ωB97M-V functional and the def2-TZVPD basis).

Output
Spin multiplicity: 1
Frontier orbital gap in eV: 7.81

CARTESIAN COORDINATES (ANGSTROEM)
Ba  1.294  0.543  -1.246
O  5.798  0.148  -0.079
C  4.518  0.128  -0.542
O  3.608  -0.330  0.195
O  4.301  0.601  -1.699
H  6.255  0.626  -0.785
O  1.021  2.596  2.700
C  1.819  3.082  1.666
O  2.545  4.046  1.908
O  1.687  2.449  0.571
H  1.361  3.119  3.439
C  0.653  -4.121  0.347
C  0.176  -2.746  0.753
O  1.053  -1.713  0.250
H  1.536  -4.438  0.903
H  0.876  -4.210  -0.717
H  -0.135  -4.865  0.517
H  0.117  -2.635  1.836
H  -0.800  -2.549  0.312
H  1.892  -1.718  0.740
C  -3.063  -0.293  -2.808
C  -2.412  1.076  -2.830
O  -0.978  0.999  -2.957
H  -4.139  -0.167  -2.665
H  -2.685  -0.945  -2.022
H  -2.943  -0.807  -3.766
H  -2.571  1.565  -1.869
H  -2.852  1.673  -3.627
H  -0.790  0.850  -3.892
C  -2.502  1.275  2.228
C  -1.821  0.284  1.315
O  -0.727  0.926  0.627
H  -3.226  0.825  2.909
H  -2.976  2.112  1.722
H  -1.721  1.681  2.886
H  -2.509  -0.038  0.533
H  -1.400  -0.536  1.895
H  -0.263  1.507  1.256

Entry from OMol25: a structure of composition C8H20CsO4 (the ωB97M-V functional and the def2-TZVPD basis).

Output
Spin multiplicity: 1
Frontier orbital gap in eV: 10.44
Total charge: +1

CARTESIAN COORDINATES (ANGSTROEM)
Cs  0.841  -1.470  -0.414
C  -2.070  -2.214  1.805
O  -1.896  -1.282  0.771
C  -3.008  -1.226  -0.107
C  -2.871  0.012  -0.946
O  -1.647  -0.014  -1.663
C  -1.755  -0.534  -2.975
H  -2.130  -3.240  1.414
H  -2.988  -2.023  2.367
H  -1.211  -2.153  2.472
H  -3.953  -1.229  0.446
H  -3.019  -2.113  -0.759
H  -2.839  0.893  -0.303
H  -3.741  0.113  -1.602
H  -2.389  0.082  -3.616
H  -2.115  -1.567  -2.944
H  -0.765  -0.532  -3.435
C  0.799  1.931  -1.632
O  1.748  1.293  -0.799
C  2.003  2.064  0.375
C  3.012  1.316  1.209
O  2.530  0.096  1.737
C  3.534  -0.569  2.492
H  1.110  2.956  -1.863
H  -0.182  1.950  -1.153
H  0.733  1.401  -2.581
H  1.089  2.227  0.957
H  2.520  2.990  0.111
H  3.431  1.945  2.004
H  3.869  1.139  0.535
H  3.234  -1.608  2.611
H  3.617  -0.130  3.491
H  4.505  -0.503  1.996

Entry from OMol25: a structure of composition C8H20F4Li2N2O12S4 (the ωB97M-V functional and the def2-TZVPD basis).

Output
Spin multiplicity: 1
Frontier orbital gap in eV: 7.13

CARTESIAN COORDINATES (ANGSTROEM)
Li  8.765  14.536  -12.112
Li  8.802  13.097  -16.442
N  10.278  11.843  -13.688
S  9.928  10.136  -13.329
O  10.571  9.606  -12.080
O  9.748  9.231  -14.420
F  8.406  10.375  -12.883
S  11.775  11.582  -13.757
O  12.240  10.544  -14.699
O  12.532  11.900  -12.547
F  11.984  12.854  -14.635
N  8.431  15.953  -18.506
S  8.526  17.281  -17.474
O  8.642  16.957  -16.038
O  7.780  18.504  -17.777
F  10.018  17.722  -17.835
S  7.106  16.332  -19.243
O  7.332  17.113  -20.480
O  5.922  16.584  -18.465
F  6.806  14.839  -19.840
C  7.366  13.474  -8.346
O  8.396  14.300  -8.942
C  8.944  15.234  -7.987
C  10.250  15.825  -8.534
O  10.195  16.231  -9.871
C  11.473  16.542  -10.357
H  7.378  13.393  -7.259
H  7.281  12.470  -8.760
H  6.463  14.060  -8.519
H  9.223  14.654  -7.108
H  8.282  16.014  -7.611
H  11.109  15.194  -8.304
H  10.382  16.670  -7.857
H  11.837  17.480  -9.937
H  11.531  16.653  -11.440
H  12.250  15.799  -10.180
C  4.705  12.509  -15.827
O  5.077  13.534  -14.982
C  4.057  13.755  -13.983
C  4.031  15.249  -13.699
O  5.196  15.611  -12.888
C  5.127  17.007  -12.705
H  3.932  12.817  -16.531
H  4.296  11.686  -15.242
H  5.566  12.129  -16.377
H  4.187  13.275  -13.013
H  3.060  13.479  -14.327
H  3.153  15.474  -13.094
H  3.860  15.842  -14.598
H  4.265  17.224  -12.073
H  5.015  17.507  -13.667
H  6.068  17.344  -12.271

Entry from OMol25: a structure of composition C8H20Ga (the ωB97M-V functional and the def2-TZVPD basis).

Output
Spin multiplicity: 1
Frontier orbital gap in eV: 7.58
Total charge: -1

CARTESIAN COORDINATES (ANGSTROEM)
C  3.487  -1.473  0.460
C  2.013  -0.957  0.485
C  1.862  0.559  0.138
C  0.838  0.767  -1.014
C  -0.103  1.983  -0.829
C  -1.047  1.888  0.389
C  -2.233  0.901  0.202
C  -1.848  -0.549  0.679
Ga  -3.011  -1.893  -0.405
H  4.215  -0.720  0.148
H  3.534  -2.319  -0.240
H  3.729  -1.907  1.439
H  1.557  -1.104  1.473
H  1.429  -1.588  -0.193
H  1.584  1.162  1.009
H  2.853  0.912  -0.186
H  0.241  -0.131  -1.209
H  1.419  0.952  -1.934
H  -0.718  2.041  -1.738
H  0.524  2.884  -0.731
H  -1.482  2.896  0.539
H  -0.534  1.643  1.327
H  -3.037  1.219  0.886
H  -2.649  0.906  -0.812
H  -2.010  -0.641  1.763
H  -0.780  -0.694  0.462
H  -2.090  -2.407  -1.627
H  -3.421  -3.187  0.479
H  -4.320  -1.141  -0.958

Entry from OMol25: the ion C8H20N2 with charge +2 (the ωB97M-V functional and the def2-TZVPD basis).

Output
Spin multiplicity: 1
Frontier orbital gap in eV: 10.17
Total charge: +2

CARTESIAN COORDINATES (ANGSTROEM)
C  -0.781  -0.806  -1.113
C  0.081  0.169  0.638
C  -0.443  -0.578  1.778
C  0.768  1.484  0.958
C  -2.427  0.596  0.084
C  -0.729  1.574  -1.323
C  1.270  -2.143  0.356
C  2.028  -0.281  -1.079
N  -1.044  0.432  -0.398
N  1.016  -0.884  -0.220
H  -1.390  -1.661  -0.809
H  -0.526  -0.632  -2.109
H  -1.059  -1.373  1.486
H  -0.930  0.154  2.465
H  0.292  -1.000  2.384
H  1.186  2.091  0.230
H  1.547  1.331  1.703
H  -0.063  2.090  1.461
H  -2.302  1.591  0.618
H  -3.150  0.870  -0.742
H  -2.601  -0.323  0.663
H  0.349  1.504  -1.509
H  -1.296  1.409  -2.196
H  -0.936  2.578  -0.938
H  1.534  -2.814  -0.555
H  2.179  -2.025  0.935
H  0.456  -2.710  0.870
H  2.185  0.787  -0.882
H  2.922  -0.795  -0.673
H  1.863  -0.634  -2.085

Entry from OMol25: the ion C8H20N3O with charge +1 (the ωB97M-V functional and the def2-TZVPD basis).

Output
Spin multiplicity: 1
Frontier orbital gap (spin up / spin down) in eV: 9.39 / 9.39
Total charge: +1

CARTESIAN COORDINATES (ANGSTROEM)
C  0.474  2.164  1.097
C  -0.484  1.996  -0.046
C  1.260  0.898  1.620
C  0.392  -0.142  -0.771
C  1.266  1.718  -1.729
C  -1.464  -0.891  -2.121
C  -0.168  -2.569  -0.816
C  -0.693  -1.534  2.790
N  0.232  1.138  -1.069
N  0.659  -0.341  1.216
N  -0.686  -1.161  -0.941
O  -0.683  -0.672  1.619
H  1.149  3.059  0.791
H  -0.133  2.576  1.985
H  -1.254  1.413  0.357
H  -0.817  2.926  -0.298
H  2.274  0.778  1.184
H  1.419  0.906  2.637
H  1.238  -0.599  -1.186
H  0.995  2.895  -1.789
H  2.281  1.632  -1.208
H  1.427  1.459  -2.781
H  -0.930  -1.265  -3.079
H  -2.259  -1.699  -2.195
H  -1.870  0.093  -2.183
H  -1.062  -3.128  -0.536
H  0.396  -2.727  -1.760
H  0.544  -2.628  0.051
H  -0.035  -2.386  2.787
H  -1.663  -1.806  3.088
H  -0.429  -0.835  3.495
H  -1.376  -1.269  -0.212

Entry from OMol25: a cluster of 3 separate species, C8H20NO11P2S4 in total (the ωB97M-V functional and the def2-TZVPD basis).

Output
Spin multiplicity: 1
Frontier orbital gap in eV: 7.84
Total charge: -1

CARTESIAN COORDINATES (ANGSTROEM)
O  -2.515  -1.588  -0.183
S  -3.805  -1.430  0.391
O  -3.897  -0.358  1.330
N  -4.259  -2.795  1.118
S  -5.723  -3.174  0.723
O  -6.088  -4.352  1.422
O  -6.004  -3.222  -0.671
P  -7.081  -1.722  1.617
P  -7.578  -0.328  0.012
O  -6.716  -0.383  -1.136
O  -9.061  -0.687  -0.415
O  -7.626  1.152  0.562
H  -4.676  -1.153  -0.610
H  -6.336  -1.002  2.566
H  -9.092  -1.652  -0.614
H  -7.931  1.193  1.490
C  1.679  -1.615  -1.330
C  0.324  -0.984  -0.979
C  0.432  0.515  -1.281
S  1.644  0.678  -2.595
O  2.794  1.391  -2.085
O  1.001  1.097  -3.817
C  2.060  -1.059  -2.699
H  1.625  -2.703  -1.344
H  2.429  -1.324  -0.591
H  -0.460  -1.427  -1.590
H  0.053  -1.152  0.059
H  -0.512  0.935  -1.620
H  0.801  1.073  -0.422
H  3.116  -1.164  -2.936
H  1.450  -1.494  -3.490
C  6.457  2.080  1.907
C  5.737  3.138  1.058
C  4.787  2.398  0.106
S  4.340  0.870  0.938
O  4.871  -0.242  0.191
O  2.957  0.915  1.331
C  5.370  1.120  2.383
H  6.990  2.526  2.746
H  7.183  1.544  1.292
H  5.165  3.799  1.712
H  6.441  3.757  0.503
H  3.881  2.960  -0.098
H  5.271  2.132  -0.829
H  5.752  0.161  2.724
H  4.750  1.574  3.154

Entry from OMol25: a cluster of 2 separate species, C8H20NO2P in total (the ωB97M-V functional and the def2-TZVPD basis).

Output
Spin multiplicity: 1
Frontier orbital gap (spin up / spin down) in eV: 8.92 / 5.88

CARTESIAN COORDINATES (ANGSTROEM)
C  -0.450  3.469  2.441
C  -1.144  -3.243  -2.360
C  -0.403  -1.640  1.062
C  2.244  0.786  -0.727
C  -0.810  1.930  2.717
C  0.049  -2.285  -2.625
C  1.378  1.163  1.960
C  -1.035  -0.119  -3.021
N  0.461  -0.857  0.261
O  0.309  1.056  2.861
O  -0.465  -1.206  -3.494
P  0.666  0.762  0.215
H  0.219  3.873  3.105
H  -0.024  3.624  1.552
H  -1.337  3.921  2.440
H  -1.576  -3.672  -3.355
H  -0.676  -3.960  -1.621
H  -2.028  -2.617  -1.854
H  -0.550  -1.117  1.942
H  0.012  -2.738  1.308
H  -1.349  -1.639  0.568
H  2.742  1.657  -0.654
H  2.919  0.093  -0.343
H  2.018  0.705  -1.863
H  -1.541  1.639  1.860
H  -1.275  1.741  3.731
H  0.728  -2.953  -3.158
H  0.289  -1.715  -1.684
H  2.024  0.423  2.249
H  1.775  2.121  1.925
H  -0.704  0.731  -3.487
H  -1.685  -0.224  -2.102

Entry from OMol25: the molecule C8H20O2Si (the ωB97M-V functional and the def2-TZVPD basis).

Output
Spin multiplicity: 1
Frontier orbital gap in eV: 10.29
SMILES: CC(C)(C)[Si](C)(C)OCCO

CARTESIAN COORDINATES (ANGSTROEM)
C  1.379  1.958  0.640
C  0.297  1.674  -0.392
C  0.785  2.101  -1.801
C  -1.050  2.368  -0.162
Si  -0.100  -0.142  -0.373
C  0.901  -1.282  -1.441
C  -1.866  -0.515  -0.897
O  0.368  -0.768  1.092
C  -0.290  -1.436  2.192
C  -0.396  -2.903  1.742
O  0.982  -3.368  1.453
H  1.006  2.203  1.572
H  2.045  2.747  0.270
H  2.027  1.145  0.828
H  0.074  1.971  -2.581
H  1.660  1.443  -1.976
H  0.962  3.183  -1.724
H  -1.021  3.413  0.202
H  -1.807  2.237  -0.955
H  -1.491  1.813  0.639
H  0.742  -2.302  -1.016
H  1.923  -0.958  -1.324
H  0.564  -1.298  -2.479
H  -2.547  -0.549  -0.047
H  -2.094  0.310  -1.620
H  -1.897  -1.477  -1.268
H  0.468  -1.419  2.996
H  -1.250  -0.965  2.351
H  -0.859  -3.701  2.334
H  -0.908  -2.916  0.742
H  1.392  -2.565  1.000

Entry from OMol25: a cluster of 2 separate species, C8H20O6P2 in total (the ωB97M-V functional and the def2-TZVPD basis).

Output
Spin multiplicity: 1
Frontier orbital gap in eV: 6.54
SMILES: COP(=O)(OC)OC.O=COCCCCP

CARTESIAN COORDINATES (ANGSTROEM)
C  1.418  -0.454  0.661
O  0.673  -1.573  1.178
P  0.882  -3.051  0.360
O  -0.525  -3.498  0.615
O  1.909  -3.626  1.501
C  2.200  -2.988  2.734
O  1.256  -4.339  -0.653
C  2.559  -4.937  -0.639
H  1.255  0.393  1.323
H  2.489  -0.674  0.611
H  1.046  -0.193  -0.333
H  1.293  -2.800  3.307
H  2.754  -2.062  2.578
H  2.842  -3.657  3.306
H  2.691  -5.525  0.267
H  3.340  -4.183  -0.714
H  2.629  -5.609  -1.495
O  1.784  2.842  0.477
C  1.556  3.071  -0.624
O  0.491  3.848  -0.996
C  -0.665  2.966  -1.018
C  -1.956  3.813  -1.078
C  -3.133  3.154  -0.319
C  -3.685  1.842  -0.931
P  -2.780  0.263  -0.496
H  2.180  2.682  -1.449
H  -0.688  2.462  -0.048
H  -0.649  2.264  -1.861
H  -1.699  4.729  -0.527
H  -2.200  4.118  -2.101
H  -3.960  3.878  -0.353
H  -2.850  3.073  0.738
H  -3.717  1.910  -2.026
H  -4.714  1.702  -0.591
H  -1.643  0.553  0.285
H  -2.382  -0.395  -1.689

Entry from OMol25: a cluster of 3 separate species, C8H21BN3O4P2S in total (the ωB97M-V functional and the def2-TZVPD basis).

Output
Spin multiplicity: 1
Frontier orbital gap in eV: 5.89
Total charge: +1

CARTESIAN COORDINATES (ANGSTROEM)
N  3.741  0.433  0.641
P  3.228  -0.292  -0.700
C  1.339  -0.040  -0.744
C  0.479  -1.039  -0.017
C  -0.990  -0.644  -0.121
B  -2.197  -1.473  0.588
O  -2.719  -1.009  1.846
O  -2.749  -2.627  -0.065
C  -1.272  0.613  -0.903
P  -3.118  1.147  -0.986
S  -3.347  2.237  -2.613
N  -0.426  1.457  -1.582
N  0.820  1.043  -1.435
H  4.173  -0.285  1.239
H  3.835  0.285  -1.875
H  3.502  -1.691  -0.630
H  0.862  -1.945  0.526
H  -1.988  -0.756  2.446
H  -2.017  -3.285  -0.044
H  -3.986  0.018  -1.148
H  -3.465  1.998  0.109
H  1.513  1.642  -1.923
C  -7.061  -1.228  1.937
C  -6.558  -0.014  2.694
O  -5.591  -0.402  3.663
H  -7.505  -1.951  2.624
H  -7.809  -0.943  1.193
H  -6.236  -1.736  1.428
H  -7.380  0.477  3.217
H  -6.101  0.710  2.011
H  -4.862  -0.829  3.193
C  7.669  1.495  -2.220
C  6.655  1.285  -1.113
O  6.044  0.001  -1.240
H  7.190  1.415  -3.199
H  8.139  2.477  -2.136
H  8.448  0.729  -2.181
H  5.867  2.039  -1.168
H  7.129  1.353  -0.130
H  6.743  -0.662  -1.181

Entry from OMol25: a structure of composition C8H21BiI2O4P2S (the ωB97M-V functional and the def2-TZVPD basis).

Output
Spin multiplicity: 1
Frontier orbital gap (spin up / spin down) in eV: 6.56 / 5.49
Total charge: +2

CARTESIAN COORDINATES (ANGSTROEM)
I  -1.667  -0.011  0.700
I  1.073  -0.153  0.906
Bi  0.176  -0.025  -2.700
P  0.036  -2.523  -0.987
C  -0.288  -3.139  0.745
C  -1.212  -3.617  -1.771
H  -0.899  -4.666  -1.704
H  1.216  -4.617  -1.382
H  -1.279  -3.302  -2.814
H  2.010  -3.241  -2.204
H  -1.188  -2.684  1.175
H  -2.174  -3.471  -1.271
C  1.522  -3.568  -1.283
H  -0.399  -4.233  0.744
H  2.220  -3.458  -0.448
H  0.556  -2.858  1.383
P  0.042  2.418  -0.872
C  -0.128  2.950  0.926
C  1.508  3.467  -1.233
H  -1.478  3.270  -2.557
H  -0.937  4.581  -1.467
H  -2.175  3.399  -0.922
C  -1.266  3.535  -1.517
H  1.926  3.192  -2.205
H  1.219  4.525  -1.248
H  0.004  4.035  1.018
H  0.615  2.456  1.560
H  2.265  3.299  -0.461
H  -1.107  2.668  1.325
C  -1.086  0.164  3.810
O  -1.167  1.358  3.815
C  3.026  -1.180  5.826
S  2.625  -0.873  4.055
O  1.729  0.305  4.048
O  2.156  -2.128  3.507
O  -1.034  -1.030  3.853
H  3.014  -2.260  5.998
H  2.254  -0.662  6.409
H  4.020  -0.766  6.039

Look up the spin multiplicity of the second one.
1

Which formula does entry 7 have?
C8H20NO11P2S4

Copy entry 5 word for word.
Entry from OMol25: the ion C8H20N2 with charge +2 (the ωB97M-V functional and the def2-TZVPD basis).

Output
Spin multiplicity: 1
Frontier orbital gap in eV: 10.17
Total charge: +2

CARTESIAN COORDINATES (ANGSTROEM)
C  -0.781  -0.806  -1.113
C  0.081  0.169  0.638
C  -0.443  -0.578  1.778
C  0.768  1.484  0.958
C  -2.427  0.596  0.084
C  -0.729  1.574  -1.323
C  1.270  -2.143  0.356
C  2.028  -0.281  -1.079
N  -1.044  0.432  -0.398
N  1.016  -0.884  -0.220
H  -1.390  -1.661  -0.809
H  -0.526  -0.632  -2.109
H  -1.059  -1.373  1.486
H  -0.930  0.154  2.465
H  0.292  -1.000  2.384
H  1.186  2.091  0.230
H  1.547  1.331  1.703
H  -0.063  2.090  1.461
H  -2.302  1.591  0.618
H  -3.150  0.870  -0.742
H  -2.601  -0.323  0.663
H  0.349  1.504  -1.509
H  -1.296  1.409  -2.196
H  -0.936  2.578  -0.938
H  1.534  -2.814  -0.555
H  2.179  -2.025  0.935
H  0.456  -2.710  0.870
H  2.185  0.787  -0.882
H  2.922  -0.795  -0.673
H  1.863  -0.634  -2.085